This record from OMol25 describes C44H58N4O6P2STi as an isolated structure. The level of theory is wB97M-V/def2-TZVPD.

Summary:
relative energy (zero: lowest compared OMol25 entry of this formula, charge and spin) = 0.0000 eV
calculated total energy = -4312.55437 hartree
HOMO-LUMO gap = 0.2979 Eh

Last column: Löwdin charge in e.
Geometry (Å):
H -2.036 0.006 -4.414  0.102
H -1.628 6.196 2.398  0.115
H 5.021 1.684 -2.922  0.103
H -1.378 4.124 3.448  0.098
H -3.372 -1.892 -5.206  0.103
N 0.275 1.209 1.967  -0.199
C 2.090 0.036 -3.360  -0.356
C -3.437 2.055 2.549  -0.082
H -2.947 -0.394 2.935  0.089
H 2.196 6.359 1.563  0.113
H -1.791 3.425 7.083  0.114
P 0.739 2.109 3.186  0.653
O -1.720 3.736 -0.997  0.081
C -2.261 -2.494 0.362  -0.272
C 4.704 0.093 -4.330  -0.087
C 4.347 2.448 4.823  -0.179
H -4.413 1.705 -0.753  0.074
H -1.589 4.685 -3.163  0.117
H 2.469 1.858 5.724  0.107
H 0.789 -2.709 -2.670  0.093
C 2.818 2.417 4.849  -0.192
C -0.740 2.749 -2.916  -0.118
C -0.990 3.857 -5.051  -0.065
C 4.450 1.747 2.418  -0.158
H 0.465 7.483 2.734  0.108
C 4.311 0.976 -3.332  -0.073
C -2.761 0.248 0.893  -0.217
S 1.937 -1.387 0.200  0.358
C 3.789 -0.813 -4.843  -0.077
C -0.362 2.821 5.603  -0.215
C 1.812 5.804 2.422  -0.166
C -1.148 3.844 -3.680  -0.017
C -1.944 -3.933 0.079  -0.031
H -0.530 -4.611 -3.515  0.108
H -2.629 -4.211 -4.771  0.102
C -1.729 2.708 6.261  -0.179
C -1.789 0.295 5.615  -0.182
C -1.947 1.284 6.765  -0.197
H 5.276 1.047 2.277  0.117
C -3.238 1.675 1.090  -0.376
C -0.024 1.667 -4.938  -0.090
H 0.420 0.815 -5.438  0.110
H -1.189 3.663 1.753  0.092
H -2.091 -1.885 -1.679  0.094
H -4.241 1.471 3.006  0.089
H -0.285 2.756 -6.759  0.107
H -4.875 2.928 0.426  0.083
H 0.365 0.171 5.566  0.124
H -2.601 0.450 4.901  0.087
C -2.493 -2.038 1.656  -0.019
C -0.509 -1.217 -3.518  -0.375
C 3.232 0.954 2.897  -0.185
C -0.104 -2.531 -3.259  -0.109
H 1.784 -1.552 -4.777  0.100
C 3.015 0.944 -2.847  -0.092
H -2.524 0.485 -1.235  0.115
H 2.547 3.783 2.094  0.087
C -0.421 2.760 -5.685  -0.064
H 5.720 0.109 -4.702  0.100
H -5.327 1.235 0.686  0.089
H 5.914 3.003 3.429  0.108
H -3.720 3.108 2.615  0.086
C -0.745 4.244 2.567  -0.187
H 4.087 -1.505 -5.620  0.102
H 4.377 3.793 3.161  0.094
H 1.287 4.266 0.974  0.124
C 4.837 2.837 3.433  -0.188
C -2.452 -2.076 -4.667  -0.080
H -1.207 1.063 7.543  0.114
H 0.369 6.247 3.974  0.107
N 0.606 3.734 2.891  -0.194
H 3.536 0.143 3.563  0.129
H 2.561 5.876 3.214  0.102
C -2.036 -3.375 -4.422  -0.087
H -2.505 2.969 5.534  0.109
C -2.473 -0.209 -0.399  -0.077
C 0.481 6.405 2.897  -0.191
O 2.059 0.163 0.013  -0.447
H 2.723 1.621 -2.054  0.102
H 4.748 1.468 5.092  0.114
O 0.423 -1.391 0.493  -0.402
C -2.742 -0.699 1.918  -0.023
C -1.692 -1.002 -4.220  -0.093
H 2.442 3.441 4.935  0.111
H -0.174 3.827 5.234  0.099
H -2.525 1.915 3.129  0.044
H -2.931 1.180 7.224  0.110
H -2.478 -2.743 2.479  0.119
H -0.410 -0.155 4.010  0.103
H 0.405 2.602 6.359  0.111
H -2.491 2.347 0.658  0.089
H -2.336 -4.592 0.854  0.078
H -0.860 -4.066 0.039  0.089
O 2.688 -1.795 1.347  -0.265
C 2.486 -0.839 -4.364  -0.084
C -2.263 -1.558 -0.662  -0.036
C -4.541 1.896 0.312  -0.047
H 4.245 2.189 1.440  0.107
N -0.266 1.875 4.487  -0.192
C -0.673 5.722 2.172  -0.168
C 1.616 4.342 2.017  -0.189
N 2.294 1.821 3.610  -0.190
H -2.351 -4.243 -0.883  0.076
P 0.401 0.115 -2.666  1.140
Ti 0.194 0.561 0.354  0.987
H 4.693 3.149 5.585  0.113
C -0.456 0.476 4.899  -0.194
O -0.267 2.111 -0.634  -0.212
H -1.860 -0.735 5.972  0.117
H -0.530 5.810 1.092  0.113
O 2.212 -2.054 -1.039  -0.282
C -0.178 1.631 -3.549  -0.271
H 2.724 0.491 2.064  0.055
H -1.304 4.719 -5.625  0.105
C -0.857 -3.599 -3.720  -0.080
C -0.956 2.898 -1.428  -0.541